Record 1
C41H34AsF5N3O4S2Tl | wB97M-V/def2-TZVPD

Values from the calculation:
Relative energy (zero: lowest compared OMol25 entry of this formula, charge and spin) = 5.9 kcal/mol
Multiplicity = 1
LUMO = -0.77 eV
Calculated total energy = -5751.91238 a.u.
Largest force on an atom = 0.6 eV/A

Element x y z (Å)
Tl -1.008 -0.558 0.780
O -0.103 4.451 3.577
C 1.005 3.747 3.854
C 1.908 4.314 4.755
C 3.074 3.656 5.083
C 3.374 2.414 4.526
C 2.484 1.845 3.642
C 1.293 2.489 3.291
C 0.407 1.799 2.329
O 0.725 0.659 1.912
N -0.682 2.487 1.912
N -1.452 1.771 1.078
C -2.517 2.277 0.597
C -3.426 1.436 -0.180
C -4.604 1.976 -0.689
C -5.499 1.147 -1.338
C -5.194 -0.200 -1.458
C -3.991 -0.656 -0.946
N -3.123 0.141 -0.329
H -0.616 3.938 2.911
H 1.663 5.277 5.182
H 3.761 4.113 5.784
H 4.290 1.901 4.787
H 2.681 0.878 3.197
H -2.801 3.302 0.822
H -4.809 3.030 -0.550
H -6.426 1.542 -1.732
H -5.870 -0.892 -1.940
H -3.710 -1.696 -1.026
S 0.286 -2.643 0.967
C 1.961 -2.073 1.120
C 2.722 -2.723 2.093
C 4.064 -2.427 2.253
C 4.662 -1.458 1.459
C 3.905 -0.790 0.510
C 2.560 -1.090 0.322
As 1.458 -0.082 -0.927
C 1.790 -1.066 -2.576
C 1.598 -0.454 -3.812
C 1.781 -1.166 -4.988
C 2.141 -2.507 -4.942
C 2.323 -3.126 -3.715
C 2.153 -2.408 -2.537
C 2.576 1.492 -1.212
C 3.633 1.529 -2.118
C 4.404 2.676 -2.250
C 4.129 3.795 -1.478
C 3.078 3.766 -0.574
C 2.304 2.622 -0.446
H 2.245 -3.457 2.729
H 4.638 -2.944 3.012
H 5.710 -1.216 1.584
H 4.368 -0.015 -0.087
H 1.308 0.589 -3.858
H 1.643 -0.673 -5.943
H 2.284 -3.064 -5.859
H 2.607 -4.170 -3.669
H 2.308 -2.900 -1.583
H 3.871 0.660 -2.717
H 5.225 2.690 -2.956
H 4.734 4.687 -1.580
H 2.854 4.633 0.036
H 1.482 2.614 0.258
C -1.372 -3.063 -2.243
O -1.493 -1.654 -2.120
C -1.670 -1.067 -3.395
C -1.888 0.429 -3.312
O -0.922 1.024 -2.479
C -0.962 2.433 -2.527
H -0.481 -3.323 -2.822
H -2.256 -3.482 -2.739
H -1.280 -3.478 -1.244
H -2.554 -1.504 -3.884
H -0.798 -1.290 -4.018
H -2.895 0.670 -2.947
H -1.808 0.826 -4.335
H -0.704 2.801 -3.527
H -0.234 2.805 -1.808
H -1.958 2.810 -2.263
F -5.053 -5.860 3.685
C -4.474 -4.679 3.487
C -4.417 -3.742 4.504
F -4.936 -4.031 5.695
C -3.822 -2.514 4.284
F -3.797 -1.653 5.299
C -3.259 -2.155 3.057
S -2.565 -0.557 2.875
C -3.333 -3.129 2.069
F -2.822 -2.891 0.841
C -3.922 -4.365 2.260
F -3.966 -5.247 1.259

Record 2
C20H38IInO2P2 | wB97M-V/def2-TZVPD

Values from the calculation:
Multiplicity = 1
LUMO = -8.48 eV
Calculated total energy = -2105.25953 a.u.
Net charge = +2
Largest force on an atom = 4.1 eV/A

Element x y z (Å)
C 1.903 -3.745 -2.811
I -0.192 -3.910 -3.167
H 2.473 -4.448 -3.505
H 2.062 -3.967 -1.744
H 2.202 -2.698 -2.921
In 0.780 -1.265 -0.240
P 0.518 -3.700 0.875
C 1.155 -3.502 2.557
C -1.223 -4.153 1.123
H -1.312 -5.134 1.600
H 0.998 -6.078 1.006
H -1.743 -4.195 0.162
H 0.944 -5.528 -0.679
H 0.712 -2.638 3.051
H -1.737 -3.414 1.744
C 1.273 -5.261 0.330
H 0.957 -4.384 3.164
H 2.366 -5.177 0.321
H 2.234 -3.345 2.530
P 0.815 -0.131 -2.886
C 1.681 1.489 -2.706
C 1.532 -0.746 -4.457
H -1.477 -0.610 -3.538
H -0.946 0.915 -4.308
H -1.402 0.888 -2.569
C -0.906 0.324 -3.379
H 1.142 -1.750 -4.669
H 1.297 -0.097 -5.311
H 1.345 2.235 -3.442
H 2.758 1.312 -2.831
H 2.623 -0.817 -4.359
H 1.525 1.882 -1.693
C 1.534 0.483 0.697
O 2.053 1.477 0.991
C 0.467 0.110 4.167
C -0.439 0.233 2.950
C -1.840 -0.347 3.068
C -0.536 1.671 2.426
C -0.612 2.765 3.290
C -0.828 4.043 2.766
C -0.879 4.264 1.383
C -0.829 3.187 0.487
C -1.057 3.433 -1.000
C -2.563 3.395 -1.292
C -0.506 4.767 -1.522
C -0.620 1.891 1.038
O -0.365 0.915 0.204
H 0.057 0.618 5.034
H 1.447 0.547 3.983
H 0.629 -0.922 4.459
H 0.073 -0.346 2.166
H -2.393 0.205 3.848
H -2.361 -0.190 2.100
H -1.833 -1.426 3.294
H -0.528 2.597 4.351
H -0.865 4.892 3.453
H -1.061 5.271 1.012
H -0.554 2.622 -1.539
H -3.041 4.257 -0.805
H -2.750 3.453 -2.370
H -3.007 2.475 -0.901
H 0.551 4.910 -1.280
H -0.620 4.798 -2.612
H -1.079 5.600 -1.095

Record 3
C12H21N5O3 | wB97M-V/def2-TZVPD

Values from the calculation:
Relative energy (zero: lowest compared OMol25 entry of this formula, charge and spin) = 55.2 kcal/mol
Multiplicity = 1
SMILES = NCCCC[C@H](NC(=O)[C@@H](N)Cc1c[nH]cn1)C(=O)O
LUMO = 0.44 eV
Calculated total energy = -969.33906 a.u.
Largest force on an atom = 5.3 eV/A

Element x y z (Å)
N 5.190 -1.563 -0.347
C 5.044 -0.206 -0.817
C 3.616 0.410 -0.660
C 3.185 0.589 0.718
C 1.765 1.148 0.743
C 0.827 0.247 -0.096
N -0.650 0.360 0.190
C -1.176 1.605 0.047
O -0.610 2.716 -0.254
C -2.697 1.533 0.248
N -3.252 2.823 0.393
C -3.368 0.795 -0.922
C -3.587 -0.647 -0.571
C -4.848 -1.265 -0.460
N -4.558 -2.522 -0.033
C -3.283 -2.526 0.291
N -2.667 -1.489 -0.085
C 1.028 -1.255 0.345
O 1.626 -2.067 -0.306
O 0.673 -1.487 1.633
H 4.606 -2.148 -0.912
H 5.081 -1.665 0.654
H 5.750 0.309 -0.216
H 5.332 -0.187 -1.869
H 3.599 1.357 -1.266
H 2.968 -0.233 -1.279
H 3.751 1.319 1.321
H 3.231 -0.398 1.241
H 1.386 1.295 1.759
H 1.851 2.074 0.156
H 0.988 0.261 -1.153
H -1.179 -0.515 0.122
H -2.953 0.952 1.132
H -2.453 3.551 -0.006
H -3.304 3.129 1.442
H -4.345 1.211 -1.206
H -2.761 0.788 -1.873
H -5.730 -0.953 -0.964
H -5.271 -3.192 0.217
H -2.873 -3.456 0.755
H 0.070 -0.702 1.885

Record 4
C5H10O2 | wB97M-V/def2-TZVPD

Values from the calculation:
Relative energy (zero: lowest compared OMol25 entry of this formula, charge and spin) = 54.4 kcal/mol
Multiplicity = 1
SMILES = C=CCC=O.CO
LUMO = 0.70 eV
Calculated total energy = -346.93875 a.u.
Largest force on an atom = 0.6 eV/A

Element x y z (Å)
C 0.300 0.668 -1.692
C 1.188 1.156 -0.831
C 0.812 1.555 0.581
C 1.148 0.446 1.546
O 0.331 -0.313 2.023
H 0.582 0.398 -2.706
H -0.737 0.517 -1.400
H 2.230 1.280 -1.121
H 1.361 2.456 0.879
H -0.262 1.750 0.641
H 2.219 0.331 1.805
C -1.538 -1.990 -0.166
O -1.946 -0.728 0.313
H -2.134 -2.214 -1.055
H -1.708 -2.791 0.569
H -0.475 -2.004 -0.453
H -1.370 -0.519 1.067

Record 5
C3H6O7S2 | wB97M-V/def2-TZVPD

Values from the calculation:
Relative energy (zero: lowest compared OMol25 entry of this formula, charge and spin) = 3.4 kcal/mol
Multiplicity = 1
SMILES = CC(CO)(S(=O)(=O)[O-])S(=O)(=O)[O-]
LUMO = 6.24 eV
Calculated total energy = -1440.98735 a.u.
Net charge = -2
Largest force on an atom = 5.1 eV/A

Element x y z (Å)
C -0.998 0.330 1.287
C 0.079 0.135 0.037
C -0.669 0.205 -1.238
O -1.791 -0.737 -1.295
S 1.393 1.441 0.101
O 2.157 1.290 1.314
O 2.171 1.264 -1.174
O 0.621 2.713 0.136
S 0.705 -1.599 0.154
O -0.554 -2.466 0.201
O 1.382 -1.803 -1.149
O 1.501 -1.865 1.325
H -1.555 1.233 1.035
H -1.810 -0.406 1.193
H -0.435 0.424 2.120
H -0.995 1.244 -1.339
H 0.017 -0.048 -1.966
H -1.218 -1.354 -0.741

Record 6
C5H8S | wB97M-V/def2-TZVPD

Values from the calculation:
Relative energy (zero: lowest compared OMol25 entry of this formula, charge and spin) = 35.3 kcal/mol
Multiplicity = 1
SMILES = C/C=C/C(C)=S
LUMO = -0.25 eV
Calculated total energy = -593.43198 a.u.
Largest force on an atom = 5.0 eV/A

Element x y z (Å)
C -1.250 -2.007 -0.064
C -0.404 -0.816 -0.247
C -0.499 0.232 0.489
C 0.366 1.626 0.383
C 1.634 1.404 -0.354
S -0.219 2.994 1.113
H -2.319 -1.781 -0.344
H -0.873 -2.879 -0.591
H -1.292 -2.169 0.993
H 0.312 -0.803 -1.032
H -1.223 0.121 1.315
H 2.398 1.137 0.398
H 1.491 0.579 -1.175
H 1.879 2.363 -0.883

Record 7
C23H43NO7 | wB97M-V/def2-TZVPD

Values from the calculation:
Relative energy (zero: lowest compared OMol25 entry of this formula, charge and spin) = 0.0 kcal/mol
Multiplicity = 1
SMILES = CCO[C@]1(CC)C(=O)OC[C@@H]1CCC(N)=O.C1CCOC1.C1CCOC1.C1CCOC1
LUMO = 0.54 eV
Calculated total energy = -1483.56669 a.u.
Largest force on an atom = 0.6 eV/A

Element x y z (Å)
C -5.572 4.363 -0.182
C -4.066 4.144 -0.255
O -3.751 2.748 -0.335
C -3.286 2.258 -1.585
C -1.784 2.492 -1.860
C -1.051 3.419 -0.893
C -4.178 2.800 -2.726
O -3.949 3.694 -3.487
O -5.324 2.089 -2.772
C -5.200 0.927 -1.919
C -3.703 0.796 -1.646
C -3.398 -0.098 -0.440
C -2.316 -1.167 -0.668
C -1.027 -1.019 0.116
N -0.605 0.317 0.408
O -0.422 -1.978 0.516
H -5.851 5.333 -0.594
H -6.088 3.590 -0.753
H -5.927 4.299 0.847
H -3.577 4.515 0.648
H -3.633 4.679 -1.101
H -1.683 2.879 -2.875
H -1.290 1.518 -1.850
H -1.303 3.183 0.141
H -1.279 4.466 -1.085
H 0.028 3.294 -1.008
H -5.618 0.079 -2.462
H -5.786 1.091 -1.013
H -3.263 0.412 -2.568
H -3.135 0.518 0.420
H -4.320 -0.619 -0.168
H -2.680 -2.155 -0.384
H -2.056 -1.220 -1.732
H -0.016 0.251 1.236
H 0.005 0.653 -0.333
C -2.066 1.459 -6.860
C -3.445 0.808 -6.763
C -3.370 0.133 -5.401
O -2.514 0.950 -4.600
C -1.842 1.912 -5.424
H -2.025 2.286 -7.567
H -1.316 0.720 -7.152
H -4.223 1.573 -6.763
H -3.656 0.104 -7.567
H -2.941 -0.872 -5.476
H -4.343 0.060 -4.910
H -2.281 2.897 -5.241
H -0.790 1.937 -5.137
C 3.364 -3.942 2.589
C 2.985 -2.722 1.752
C 2.075 -1.970 2.712
O 2.559 -2.253 4.029
C 3.495 -3.328 3.977
H 4.280 -4.432 2.259
H 2.557 -4.677 2.572
H 3.875 -2.131 1.524
H 2.483 -2.966 0.817
H 1.042 -2.313 2.620
H 2.095 -0.888 2.561
H 4.504 -2.932 4.140
H 3.268 -4.030 4.781
C 8.154 -2.245 6.570
C 6.934 -2.575 5.712
C 7.583 -3.258 4.514
O 8.748 -3.915 5.011
C 9.028 -3.471 6.339
H 7.919 -2.089 7.622
H 8.649 -1.347 6.193
H 6.279 -3.274 6.237
H 6.345 -1.704 5.429
H 7.880 -2.526 3.755
H 6.939 -4.001 4.041
H 8.781 -4.270 7.046
H 10.096 -3.260 6.418

Record 8
C23H52InO4P4 | wB97M-V/def2-TZVPD

Values from the calculation:
Relative energy (zero: lowest compared OMol25 entry of this formula, charge and spin) = 0.0 kcal/mol
Multiplicity = 1
LUMO (alpha / beta) = -13.23 / -12.52 eV
Calculated total energy = -2763.00758 a.u.
Net charge = +3
Largest force on an atom = 2.6 eV/A

Element x y z (Å)
In 0.479 0.097 -0.544
P 2.650 -0.670 0.720
P 1.479 2.726 -0.228
P 1.852 0.260 -2.753
H -5.414 -4.782 -2.950
C -4.522 -5.160 -3.454
C -3.538 -5.818 -2.834
H -3.549 -6.055 -1.776
C 2.259 -1.364 2.352
C 4.055 0.474 1.019
C 3.385 -2.060 -0.220
C 0.393 3.899 -1.117
C 1.235 3.206 1.510
C 3.149 3.387 -0.573
C 1.665 -1.365 -3.528
C 3.619 0.649 -2.892
C 1.035 1.431 -3.885
H -4.498 -5.044 -4.547
H -2.716 -6.214 -3.425
H 1.200 -1.650 2.386
H 2.461 -0.625 3.139
H 2.883 -2.254 2.502
H 3.733 1.310 1.653
H 4.456 0.865 0.076
H 4.846 -0.084 1.537
H 2.584 -2.676 -0.656
H 3.958 -2.673 0.493
H 4.049 -1.703 -1.023
H 0.698 4.918 -0.839
H -0.646 3.714 -0.816
H 0.492 3.760 -2.203
H 1.152 4.303 1.565
H 2.092 2.868 2.109
H 0.331 2.732 1.917
H 3.043 4.363 -1.063
H 3.713 2.710 -1.226
H 3.689 3.514 0.374
H 2.295 -1.347 -4.427
H 0.622 -1.556 -3.805
H 2.011 -2.164 -2.857
H 3.990 0.087 -3.763
H 4.190 0.349 -2.001
H 3.756 1.724 -3.080
H 1.210 1.057 -4.905
H 1.466 2.438 -3.776
H -0.044 1.471 -3.679
C -1.217 -2.229 -1.521
C -1.946 -1.431 -2.450
C -2.279 -1.932 -3.703
C -1.834 -3.204 -4.085
C -1.264 -4.043 -3.124
C -1.040 -3.609 -1.826
O -0.699 -1.716 -0.423
H -0.805 1.147 -1.295
H -2.198 -0.411 -2.159
H -2.876 -1.330 -4.399
H -2.039 -3.581 -5.094
H -1.055 -5.075 -3.391
H -0.675 -4.253 -1.020
C 0.044 2.237 5.763
C 0.604 1.237 4.782
O -0.119 1.219 3.509
P -1.332 0.108 3.198
O -2.638 0.859 3.779
C -3.069 2.188 3.359
C -3.325 3.017 4.581
O -1.430 0.356 1.556
C -2.708 -0.060 0.929
C -3.125 -1.451 1.327
H -0.102 3.218 5.300
H 0.754 2.361 6.591
H -0.898 1.868 6.183
H 1.631 1.511 4.520
H 0.575 0.220 5.210
H -2.297 2.644 2.714
H -3.984 2.058 2.769
H -2.388 3.249 5.103
H -3.795 3.951 4.266
H -4.003 2.496 5.265
H -3.452 0.699 1.200
H -2.511 0.052 -0.141
H -3.532 -1.461 2.352
H -3.918 -1.800 0.656
H -2.302 -2.161 1.213

Record 9
C19H23BO5Pt | wB97M-V/def2-TZVPD

Values from the calculation:
Relative energy (zero: lowest compared OMol25 entry of this formula, charge and spin) = 8.2 kcal/mol
Multiplicity = 1
LUMO = -0.13 eV
Calculated total energy = -1258.26732 a.u.
Largest force on an atom = 0.6 eV/A

Element x y z (Å)
Pt 1.622 -0.659 0.309
C 2.394 -3.467 -1.005
C 2.516 -3.466 0.370
C 1.507 -2.888 1.160
C 0.325 -2.401 0.564
C 0.235 -2.399 -0.847
C 1.268 -2.903 -1.622
H 3.183 -3.886 -1.614
H 3.397 -3.879 0.842
H 1.581 -2.885 2.239
H -0.528 -2.143 1.174
H -0.660 -2.012 -1.316
H 1.197 -2.866 -2.700
O 4.042 3.175 -2.754
C 2.935 2.482 -3.136
C 2.560 2.386 -4.471
C 1.437 1.659 -4.836
C 0.686 1.013 -3.867
C 1.076 1.102 -2.537
C 2.192 1.833 -2.151
C 2.580 1.957 -0.690
O 2.610 3.036 -0.157
O 2.881 0.816 -0.090
H 4.457 3.564 -3.531
H 3.155 2.888 -5.227
H 1.154 1.601 -5.879
H -0.199 0.453 -4.141
H 0.487 0.611 -1.769
C 0.089 -0.244 5.375
C -0.170 0.270 3.975
C -1.663 0.297 3.679
O 0.430 -0.651 3.018
B 0.899 0.124 1.974
O 0.829 1.459 2.219
C 0.540 1.617 3.629
C -0.313 2.854 3.815
C 1.881 1.779 4.333
H -0.461 -1.172 5.534
H -0.250 0.486 6.113
H 1.147 -0.439 5.536
H -2.056 -0.718 3.753
H -1.854 0.671 2.672
H -2.196 0.926 4.392
H -1.200 2.825 3.186
H 0.269 3.733 3.538
H -0.618 2.954 4.858
H 2.496 0.887 4.209
H 1.751 1.976 5.398
H 2.408 2.617 3.878

Record 10
C4H10O3 | wB97M-V/def2-TZVPD

Values from the calculation:
Relative energy (zero: lowest compared OMol25 entry of this formula, charge and spin) = 54.9 kcal/mol
Multiplicity = 1
SMILES = COC[C@@H]1CO1.O
LUMO = 0.98 eV
Calculated total energy = -384.06211 a.u.
Largest force on an atom = 0.3 eV/A

Element x y z (Å)
C -2.383 -0.831 1.144
O -1.647 0.251 0.632
C -0.681 -0.167 -0.298
C 0.037 1.049 -0.812
C 1.377 0.947 -1.386
O 1.178 1.496 -0.081
H -3.127 -0.423 1.832
H -1.737 -1.537 1.688
H -2.899 -1.381 0.341
H 0.045 -0.862 0.153
H -1.166 -0.686 -1.145
H -0.616 1.860 -1.138
H 1.698 1.663 -2.140
H 1.881 -0.019 -1.383
O 2.520 -0.813 0.919
H 2.076 0.051 0.943
H 3.442 -0.599 0.732

Record 11
C4H5NO | wB97M-V/def2-TZVPD

Values from the calculation:
Relative energy (zero: lowest compared OMol25 entry of this formula, charge and spin) = 97.5 kcal/mol
Multiplicity = 1
SMILES = [H]/N=c1/cc1CO
LUMO = 0.59 eV
Calculated total energy = -285.25928 a.u.
Largest force on an atom = 4.2 eV/A

Element x y z (Å)
H 2.937 1.515 0.274
N 2.997 0.527 0.103
C 1.913 -0.062 -0.186
C 1.234 -1.402 -0.310
C 0.498 -0.295 -0.376
C -1.115 0.436 -0.393
O -2.070 -0.464 -0.048
H 1.350 -2.517 -0.407
H -1.327 0.844 -1.423
H -1.037 1.228 0.346
H -1.902 -0.435 0.903